C5H12N2 in the gas phase in a non-equilibrium geometry, computed with ωB97M-V/def2-TZVPD.

Its structure (SMILES) is C=C(N)C[C@H](C)N. For the frontier orbital gap, the calculation gives 9.1 eV. The HOMO energy comes out at -8.176 eV. The energy above the lowest of the compared OMol25 structures with the same formula, charge and spin comes out at 1.2788 eV.

The geometry in XYZ format:
```
19
Properties=species:S:1:pos:R:3:forces:R:3:lowdin_charge:R:1
C 1.529 0.677 0.887 1.20 -0.48 0.46 -0.0732
C 1.037 -0.679 0.413 -0.21 0.63 -0.72 -0.4587
C -0.131 -0.439 -0.551 -0.66 0.50 -0.24 -0.1578
C -1.245 0.492 -0.085 -1.43 -1.47 -1.45 -0.4233
C -1.643 1.570 -0.769 -0.80 -0.21 0.05 0.0134
N -2.160 -0.169 0.757 1.17 0.38 0.69 0.0755
N 2.084 -1.488 -0.242 -0.62 -0.12 0.02 0.0295
H 2.506 0.526 1.372 -0.35 0.09 0.27 0.0806
H 0.814 1.096 1.593 0.14 0.20 -0.08 0.0799
H 1.748 1.381 0.086 -0.41 0.00 -0.24 0.0813
H 0.680 -1.223 1.294 0.06 -0.09 -0.11 0.1307
H -0.653 -1.366 -0.831 0.21 -0.13 0.30 0.1177
H 0.179 -0.054 -1.530 0.60 0.15 0.36 0.1174
H -2.676 1.865 -0.571 0.33 0.45 0.04 0.0538
H -1.245 1.905 -1.717 0.57 0.13 0.39 0.0526
H -3.144 0.005 0.684 0.01 0.15 -0.09 0.0831
H -1.896 -1.112 0.966 -0.26 -0.13 0.18 0.0735
H 2.651 -0.922 -0.858 0.15 0.43 0.10 0.0649
H 1.564 -2.064 -0.899 0.30 -0.46 0.08 0.0592
```
Forces are in eV/Å.